No. 1
The following is a quantum chemistry calculation of a cluster of 4 separate species, C30H62FN2O11 in total, from the Open Molecules 2025 dataset.

The energy above the lowest of the compared OMol25 structures with the same formula, charge and spin comes out at 76.4 kJ/mol. As for the net charge: +1. The calculation puts the HOMO energy at -10.14 eV.

Last column: Löwdin charge in e.
Positions of all 106 atoms, in Å:
H (4.8023, -1.5666, 3.0450)  0.130
H (5.5585, 8.8811, -1.9034)  0.129
C (-6.9300, -2.5381, 0.5396)  -0.145
H (4.1001, -3.8860, 2.9433)  0.120
H (0.5988, 0.6748, 5.7247)  0.088
O (3.0146, -1.4897, 2.1316)  -0.117
C (-3.4508, -4.5195, -5.3193)  -0.017
H (-0.4784, -3.6018, -0.1728)  0.110
H (6.8463, 5.4385, -3.5125)  0.129
C (1.6805, 3.3245, 1.6745)  -0.096
H (0.6056, 2.0212, -0.3691)  0.113
C (6.0605, 7.6854, -0.2306)  -0.191
O (-1.1804, 2.9694, -0.8211)  -0.116
O (6.2132, 7.1427, -2.6650)  -0.117
O (0.3279, 2.9222, 1.8111)  -0.211
O (-1.8295, -5.5858, -1.3795)  0.149
C (-6.2443, -2.3107, -0.7919)  -0.180
C (3.7331, -3.2494, 3.7542)  -0.187
O (1.1636, -0.8829, 4.4981)  -0.193
H (-6.0458, -4.8456, -3.2368)  0.147
C (-7.3042, -2.5789, 1.6858)  0.116
H (1.2526, -1.3302, 1.1839)  0.114
H (7.2655, 6.1124, 1.8541)  0.087
H (0.8957, -4.8402, 3.5958)  0.083
C (-6.7250, -3.4052, -1.7973)  -0.147
H (7.1745, 4.7686, 0.6983)  0.086
C (-4.3128, -6.2526, 0.3356)  0.023
C (-4.0475, -3.1346, -3.2213)  -0.027
H (2.0136, 3.8279, 2.5860)  0.092
H (-2.3677, 4.1749, 0.2634)  0.130
H (2.3295, -4.9723, 2.5642)  0.084
H (5.4714, 8.3214, 0.4416)  0.127
H (7.0924, 8.0482, -0.2190)  0.122
H (-4.9474, -2.9130, -3.8284)  0.145
H (-4.2260, -4.0891, -5.9847)  0.105
H (-0.1697, -0.6451, 2.9823)  0.114
C (-0.6160, 3.9099, 1.4240)  -0.184
H (-2.2461, 2.5673, 0.9167)  0.107
H (-3.7313, -6.8862, -0.3533)  0.082
H (-1.8602, 0.3425, -1.0671)  0.116
C (-4.0850, -4.7292, 0.1622)  -0.398
H (8.0642, 6.2332, 0.2578)  0.088
C (3.7644, -1.7975, 3.3016)  -0.173
C (1.5962, -1.5634, 2.1980)  -0.176
O (2.4415, -3.6563, 4.1824)  -0.195
H (-2.5994, -4.7578, -5.9920)  0.102
H (2.0550, 4.6999, -2.2602)  0.082
H (5.0125, 3.9789, -3.0221)  0.125
C (-1.0309, -3.3824, -1.1123)  0.039
F (-2.7490, -2.2991, -4.9759)  -0.005
H (-0.0594, 1.7556, -1.9578)  0.130
C (-5.7631, -4.5627, -2.1989)  -0.093
C (-0.9412, 0.5069, -0.4903)  -0.202
H (-3.7725, -2.2241, -2.6576)  0.147
H (2.6222, 6.2273, -3.0158)  0.087
C (2.6655, 5.5990, -2.1223)  -0.114
H (-1.1255, 4.2535, 2.3324)  0.129
H (-7.5867, -2.3446, 2.7057)  0.049
H (-0.1227, 4.7731, 0.9679)  0.123
H (-2.7485, 0.3509, 2.2092)  0.096
H (-5.4075, -6.4167, 0.2678)  0.093
H (1.8330, 3.9815, 0.8132)  0.082
C (-2.9517, -3.4988, -4.2816)  -0.334
H (2.2543, 6.1723, -1.2884)  0.085
C (-1.6596, 3.3652, 0.4607)  -0.172
C (-2.1525, -4.4449, -1.1917)  -0.390
H (2.1365, -0.1178, 6.1142)  0.089
H (-4.0473, -6.4807, 1.3855)  0.108
H (-7.6415, -3.8707, -1.3857)  0.128
H (-7.0656, -2.9008, -2.7271)  0.115
H (-0.2322, -0.2973, -0.7301)  0.110
N (-3.5835, -4.0569, -1.0650)  0.035
H (6.6974, 5.3301, -1.7797)  0.108
H (-3.8655, -5.0996, -2.7436)  0.171
C (5.5002, 7.8215, -1.6385)  -0.177
O (3.9866, 5.2288, -1.7873)  -0.204
O (-1.1912, 0.4387, 0.9019)  -0.215
H (4.4135, -3.3628, 4.6065)  0.129
H (-2.3937, -1.1712, 1.3710)  0.079
H (-5.1598, -2.1566, -0.6821)  0.091
C (7.1882, 5.8555, 0.7938)  -0.113
H (4.4405, 7.5680, -1.6732)  0.108
H (4.4102, 5.4516, -3.8135)  0.123
H (2.2873, 2.4289, 1.5284)  0.085
C (6.2060, 5.7206, -2.6714)  -0.178
H (-1.4306, -2.3558, -1.1196)  0.069
C (-2.4574, -0.0831, 1.2511)  -0.107
C (1.9875, -4.8590, 3.5985)  -0.119
C (0.9123, -0.5812, 3.1355)  -0.181
H (3.5050, -1.1193, 4.1141)  0.111
H (-6.6579, -1.3385, -1.1376)  0.125
H (-3.2281, 0.1729, 0.5176)  0.083
C (1.5039, 0.2333, 5.2966)  -0.103
H (-0.3022, -3.5762, -1.9234)  0.105
O (-4.2711, -4.0278, 1.1115)  0.160
H (1.2338, 0.4348, 2.8868)  0.113
N (-4.3016, -4.2887, -2.2646)  -0.049
O (5.9775, 6.3555, 0.2596)  -0.201
C (-0.3286, 1.8365, -0.8999)  -0.175
H (2.3204, -5.7149, 4.1923)  0.089
H (1.2750, -2.5888, 2.3939)  0.105
H (-3.7717, -5.4898, -4.8866)  0.088
H (-6.0381, -5.4669, -1.6190)  0.129
H (2.0636, 0.9879, 4.7372)  0.086
H (-1.9747, -3.7467, -3.8268)  0.141
C (4.8563, 5.0570, -2.8945)  -0.192

No. 2
The following is a quantum chemistry calculation of a cluster of 7 separate species, C30H62FNO11S in total, from the Open Molecules 2025 dataset.

Its SMILES is CCN(COCOCCO)S(=O)(=O)F.C1CCOC1.C1CCOC1.C1CCOC1.C1CCOC1.C1CCOC1.C1CCOC1. As for the net charge: 0. The calculation puts the HOMO energy at -9.26 eV.

Last column: Löwdin charge in e.
Positions of all 106 atoms, in Å:
H (0.1328, -4.3595, -0.5388)  0.113
H (7.2764, -0.1389, -5.0401)  0.117
H (-5.4834, 3.3237, 6.7909)  0.116
H (-3.4598, 3.3293, -0.2218)  0.119
C (7.7044, -1.8165, 0.9190)  -0.130
H (-3.2402, 4.3631, 5.6217)  0.118
C (7.1300, -0.7986, 2.0689)  -0.235
H (-1.8515, -1.4876, -1.0141)  0.090
F (6.6625, 0.1348, -1.3536)  -0.259
H (0.2617, 1.5899, 0.4097)  0.099
H (7.7609, -2.3558, -3.3950)  0.115
O (-0.9396, -2.8186, 0.2921)  -0.148
H (-3.3531, 2.6105, 5.8975)  0.117
H (1.5346, -1.6653, -3.8961)  0.118
C (-2.7510, 1.2781, -0.4740)  -0.202
H (-2.7557, -4.9951, 0.1717)  0.117
H (-0.5608, -4.7101, 1.0601)  0.117
C (-1.4403, 2.9477, 0.5303)  -0.162
H (-0.6914, -2.4203, -5.8268)  0.118
C (-2.8812, 2.5675, 0.3067)  -0.169
H (-1.2971, -0.0779, -6.0251)  0.117
S (7.1072, 1.0337, 0.0573)  0.887
H (-6.9937, 2.9154, 4.5777)  0.092
O (8.7892, -2.5374, -5.1627)  -0.140
C (0.5377, -2.0724, -4.0973)  -0.205
C (-10.0969, 0.9097, 2.7183)  -0.179
H (0.5631, -3.1535, -3.9355)  0.117
H (8.0136, -1.5485, -6.8151)  0.116
C (8.3667, -0.2078, -5.1320)  -0.180
O (2.1263, 0.6358, 0.7532)  -0.191
C (4.9171, 0.2091, 1.3987)  -0.197
C (-2.4432, -3.5537, -1.3827)  -0.173
O (6.4920, 2.4725, -0.1500)  -0.335
H (-10.8557, 0.6633, 3.4706)  0.119
H (-2.2026, -0.9619, -3.9651)  0.121
H (6.4563, -1.4499, 2.7969)  0.143
C (-1.9969, -4.7487, -0.5805)  -0.178
H (-9.9589, 2.1692, 0.9907)  0.118
H (2.0110, -2.4212, -0.9263)  0.124
H (-9.9515, 4.1708, 2.2847)  0.120
H (-0.8310, 1.2856, 1.7785)  0.128
H (2.1020, 1.8049, 2.5388)  0.162
H (-1.8124, -5.6400, -1.1854)  0.116
C (-3.8147, 3.4623, 5.3869)  -0.206
C (2.6635, 0.8440, 2.1064)  -0.176
H (0.2022, 0.4171, -5.2166)  0.120
H (8.7386, 0.7458, -5.5151)  0.116
H (6.9409, -2.0728, 0.0689)  0.083
H (9.5079, -2.6325, -3.2172)  0.117
H (-5.0574, 2.0315, 2.8622)  0.108
H (9.7286, -1.2491, -6.4561)  0.116
H (-1.2899, 3.6247, 1.3750)  0.119
C (-0.7490, -4.2268, 0.0974)  -0.206
H (-8.6608, 0.9483, 4.3589)  0.121
H (2.3890, -0.0282, 2.8724)  0.159
H (-5.8577, 1.6469, 5.0758)  0.122
C (0.0659, -1.7039, -5.4869)  -0.179
H (-7.9672, 1.2988, 2.7600)  0.117
O (-9.0396, 2.8397, 3.5910)  -0.160
H (8.0716, -0.4414, 2.7045)  0.141
H (-3.3676, 2.3737, 1.2701)  0.095
H (0.6481, -0.6407, -0.1961)  0.135
H (-2.8943, -2.1928, 0.2410)  0.122
C (8.7478, -2.1016, -3.7969)  -0.207
H (2.3083, -3.0818, 1.3960)  0.093
H (8.5103, -0.1013, -2.9508)  0.092
H (-10.9943, 3.4656, 3.5399)  0.119
H (8.6831, -1.4223, 0.3748)  0.087
C (-10.1849, 3.2537, 2.8332)  -0.200
C (8.9658, -0.6044, -3.8074)  -0.180
H (-5.4389, 3.7663, 2.9344)  0.124
H (-5.6087, 4.6285, 5.5958)  0.119
C (2.6217, -1.7875, -0.1202)  -0.165
H (-1.8589, -3.4892, -2.3082)  0.105
N (6.4160, 0.4273, 1.5427)  -0.191
H (-11.6032, 2.0853, 1.6506)  0.116
C (-1.1975, -0.5336, -3.8902)  -0.201
O (8.6635, 1.2011, 0.1364)  -0.332
H (0.8751, -1.6869, -6.2213)  0.117
C (-0.5720, -0.3582, -5.2568)  -0.177
C (-5.9376, 2.6896, 4.7458)  -0.182
O (-0.3767, -1.4662, -3.1734)  -0.163
H (8.0069, -2.8352, 1.4297)  0.092
H (-1.0396, 3.4283, -0.3701)  0.119
H (-3.5032, -3.5731, -1.6482)  0.117
H (-3.5928, 0.6001, -0.3085)  0.117
O (4.1049, 1.1775, 2.1514)  -0.124
C (-5.2769, 3.5953, 5.7526)  -0.176
H (4.6218, -0.8655, 1.7628)  0.147
H (1.1236, -1.2014, 1.5409)  0.135
C (-10.5432, 2.1047, 1.9161)  -0.182
C (-0.7841, 1.5989, 0.7302)  -0.197
C (1.5589, -0.7088, 0.5729)  -0.156
H (4.6774, 0.3904, 0.2440)  0.132
C (-8.8490, 1.4315, 3.3962)  -0.217
C (-5.0844, 2.9080, 3.5155)  -0.212
C (-2.0849, -2.4047, -0.4656)  -0.202
H (3.5293, -1.2420, -0.6584)  0.129
C (8.7367, -1.3823, -6.0114)  -0.209
H (-9.9124, 0.0183, 2.1135)  0.117
O (-1.5342, 0.6525, -0.0435)  -0.165
H (10.0397, -0.3830, -3.8047)  0.121
H (-2.6645, 1.4722, -1.5487)  0.108
O (3.1141, -2.8012, 0.8677)  -0.160
O (-3.7599, 3.2090, 3.9762)  -0.147
H (-1.2592, 0.4060, -3.3336)  0.112